Molecular formula: C20H52N12O30S2
Method: DFT, ωB97M-V/def2-TZVPD

The geometry in ORCA input format:
```
! RIJCOSX wB97M-V def2-TZVPD def2/J DEFGRID3
* xyz 0 1
C -6.985 3.168 7.167
N -6.660 4.145 6.124
O -6.225 5.220 6.447
O -6.790 3.805 5.007
H -7.966 2.713 7.031
H -7.050 3.676 8.129
H -6.136 2.496 7.040
C 3.701 6.419 5.575
N 5.037 7.074 5.982
O 5.894 6.349 6.585
O 5.217 8.237 5.655
H 3.851 5.363 5.353
H 3.543 6.905 4.612
H 2.942 6.572 6.342
C 6.547 -2.488 0.466
N 8.008 -2.782 0.496
O 8.743 -2.052 1.182
O 8.336 -3.656 -0.264
H 6.311 -1.725 1.208
H 5.886 -3.349 0.559
H 6.391 -1.846 -0.401
C -8.590 -7.757 1.861
N -8.126 -6.384 1.665
O -7.006 -6.202 1.276
O -8.985 -5.522 1.807
H -7.830 -8.538 1.865
H -9.359 -7.913 1.105
H -8.992 -7.786 2.874
C 1.582 6.155 -2.014
N 2.546 6.078 -3.138
O 2.100 5.832 -4.327
O 3.654 6.479 -2.923
H 1.989 5.786 -1.072
H 0.875 5.378 -2.304
H 1.240 7.185 -1.913
C -2.520 -6.188 5.292
N -2.284 -7.559 4.837
O -3.234 -8.380 4.941
O -1.272 -7.776 4.189
H -1.614 -5.587 5.208
H -2.925 -6.305 6.297
H -3.266 -5.816 4.590
C 0.816 -1.836 8.943
N -0.479 -1.274 8.320
O -0.379 -0.452 7.523
O -1.533 -1.762 8.547
H 0.628 -1.822 10.016
H 1.540 -1.110 8.572
H 0.966 -2.854 8.585
C 5.426 0.809 -5.982
N 6.676 0.089 -5.644
O 7.467 0.485 -4.758
O 6.802 -1.016 -6.105
H 4.873 0.018 -6.489
H 5.910 1.622 -6.521
H 5.016 1.232 -5.065
C -4.724 7.909 1.036
N -3.833 6.728 1.100
O -4.129 5.739 0.436
O -2.731 6.846 1.685
H -5.608 7.624 0.465
H -4.167 8.732 0.589
H -5.167 8.097 2.014
C -8.023 -0.238 -1.985
N -6.643 -0.538 -2.483
O -5.902 0.392 -2.733
O -6.397 -1.737 -2.619
H -8.399 -1.153 -1.527
H -8.612 0.009 -2.868
H -7.980 0.629 -1.327
C -5.326 -2.708 -9.883
C -4.511 -3.954 -10.247
O -3.218 -3.685 -9.628
S -3.003 -2.121 -9.107
O -1.844 -1.487 -9.733
O -3.119 -1.951 -7.672
O -4.456 -1.554 -9.809
H -5.743 -2.789 -8.879
H -6.150 -2.542 -10.576
H -4.517 -4.189 -11.311
H -4.751 -4.912 -9.785
C 1.076 -6.610 -4.997
C 2.211 -6.802 -3.963
O 1.602 -7.586 -2.945
S -0.021 -7.457 -2.792
O -0.375 -6.292 -1.965
O -0.616 -8.761 -2.599
O -0.181 -6.852 -4.351
H 1.313 -7.308 -5.800
H 1.210 -5.599 -5.382
H 2.472 -5.830 -3.545
H 3.152 -7.229 -4.310
C 8.477 4.475 0.669
O 7.369 4.554 1.201
N 9.242 5.494 0.318
C 8.772 6.919 0.348
C 10.345 5.253 -0.594
H 8.986 3.528 0.430
H 9.472 7.697 0.656
H 7.931 6.936 1.041
H 8.305 7.260 -0.576
H 10.558 4.187 -0.673
H 9.935 5.529 -1.566
H 11.318 5.734 -0.494
C -0.281 -0.387 -0.059
O 0.849 -0.321 -0.463
N -0.650 0.019 1.143
C -1.980 -0.365 1.707
C 0.320 0.703 2.058
H -1.085 -0.921 -0.590
H -2.538 -1.141 1.183
H -2.664 0.460 1.905
H -1.726 -0.683 2.719
H 1.163 0.960 1.417
H -0.109 1.600 2.506
H 0.791 0.133 2.858
*
```

- F_max: 6.5 eV/Å
- LUMO: -0.089 eV
- Orbital gap: 9.12 eV

=====

Molecular formula: C20H52N2O11S2
Method: DFT, ωB97M-V/def2-TZVPD

The geometry in ORCA input format:
```
! RIJCOSX wB97M-V def2-TZVPD def2/J DEFGRID3
* xyz 0 1
C 1.882 -4.397 -2.550
C 0.925 -5.050 -1.471
O 0.034 -4.146 -0.883
H 2.394 -5.172 -3.122
H 2.679 -3.744 -2.195
H 1.237 -3.779 -3.174
H 1.528 -5.447 -0.655
H 0.307 -5.844 -1.889
H -0.428 -4.618 -0.186
C -2.420 -2.639 3.269
C -2.250 -3.695 2.226
O -1.224 -4.508 2.610
H -1.517 -2.109 3.569
H -2.895 -2.977 4.190
H -3.076 -1.928 2.767
H -1.958 -3.291 1.257
H -3.086 -4.394 2.243
H -1.444 -5.150 3.288
C -0.202 0.678 -0.171
C -0.584 -0.773 -0.418
O 0.477 -1.475 -0.991
H 0.383 0.800 0.741
H -1.138 1.111 0.182
H 0.335 1.270 -0.912
H -1.386 -0.947 -1.136
H -0.973 -1.299 0.454
H 0.306 -2.413 -1.099
C 2.365 0.644 -4.876
C 2.242 -0.723 -4.279
O 0.998 -1.038 -3.646
H 2.066 1.478 -4.240
H 1.687 0.854 -5.703
H 3.385 0.947 -5.115
H 2.962 -0.946 -3.491
H 2.502 -1.495 -5.003
H 1.135 -1.177 -2.706
C -4.373 -0.522 -3.030
C -3.043 0.108 -3.457
O -3.397 0.571 -4.737
H -4.287 -1.242 -2.216
H -4.822 -1.027 -3.885
H -5.144 0.247 -2.981
H -2.165 -0.537 -3.477
H -2.784 0.878 -2.730
H -3.079 -0.063 -5.384
C 1.789 -2.352 2.289
C 2.087 -0.955 2.354
N 2.370 0.165 2.328
H 1.912 -2.566 1.228
H 0.740 -2.465 2.561
H 2.445 -3.024 2.843
C -1.570 -3.461 -3.659
C -2.422 -3.618 -2.546
N -3.134 -3.700 -1.613
H -2.136 -3.462 -4.591
H -0.820 -4.247 -3.738
H -0.997 -2.535 -3.601
O 2.353 6.063 -1.946
S 1.429 5.137 -2.524
O 1.671 4.584 -3.860
O 1.175 3.924 -1.420
C 1.105 4.237 -0.021
C 2.196 3.629 0.815
C -0.326 5.939 -2.526
H 0.204 3.868 0.469
H 1.124 5.309 0.179
H 2.098 3.728 1.896
H 3.123 4.129 0.534
H 2.370 2.594 0.518
H -0.385 6.476 -1.579
H -1.089 5.162 -2.478
H -0.473 6.524 -3.433
O -1.229 3.680 6.409
S -0.578 3.600 5.076
O -0.770 4.654 4.081
O 1.018 3.318 5.313
C 1.396 2.342 6.368
C 2.602 2.808 7.199
C -0.989 1.996 4.266
H 1.389 1.362 5.891
H 0.704 2.146 7.187
H 2.866 1.983 7.859
H 2.325 3.647 7.838
H 3.464 3.102 6.600
H -2.063 2.048 4.088
H -0.716 1.259 5.021
H -0.414 1.950 3.341
*
```

- F_max: 4.8 eV/Å
- LUMO: 0.195 eV
- SMILES: CCOS(C)(=O)=O.CCOS(C)(=O)=O.CC#N.CC#N.CCO.CCO.CCO.CCO.CCO
- Orbital gap: 10.10 eV